[1]
The following is a quantum chemistry calculation of C32H37CuN4O2 as an isolated structure, from the Open Molecules 2025 dataset.

XYZ file:
```
76
Properties=species:S:1:pos:R:3:forces:R:3
Cu -0.5303 1.0352 0.4579 -0.46 0.79 0.02
C -2.7806 -4.3385 -3.2934 0.13 0.01 0.15
C -1.6501 -4.5654 -2.2805 -0.03 -0.21 -0.11
C -0.4279 -5.0822 -3.0449 -0.16 0.12 0.15
C -2.0587 -5.6303 -1.2526 0.04 0.14 -0.13
C -1.3840 -3.2713 -1.5343 -0.12 0.23 0.21
C -2.3885 -2.6633 -0.7747 0.19 -0.02 -0.07
C -2.1208 -1.4937 -0.0875 -0.22 -0.29 -0.09
N -0.9427 -0.8892 -0.1184 0.29 -0.33 -0.32
C 0.0425 -1.4509 -0.8337 -1.00 -0.46 0.09
C -0.1535 -2.6382 -1.5376 0.14 0.21 0.07
C 1.3094 -0.7212 -0.8268 0.94 0.56 0.06
C 2.4289 -1.1280 -1.5416 -0.30 0.01 0.12
C 3.6018 -0.3855 -1.5253 -0.14 0.30 0.28
C 3.5828 0.7746 -0.7502 0.10 -0.29 -0.20
C 2.4374 1.1129 -0.0505 0.11 0.06 0.05
N 1.3234 0.3982 -0.0815 0.35 -0.34 -0.36
C 4.8062 -0.8784 -2.3046 0.22 -0.09 -0.14
C 6.0073 0.0587 -2.1711 -0.23 -0.12 0.01
C 5.2059 -2.2607 -1.7662 -0.03 0.17 -0.03
C 4.4485 -0.9955 -3.7933 0.01 0.06 0.17
H -2.9686 -5.2525 -3.8521 -0.04 -0.11 -0.06
H -2.5045 -3.5546 -3.9959 -0.02 0.07 -0.09
H -3.7012 -4.0452 -2.7984 -0.15 0.05 0.03
H -0.6882 -6.0149 -3.5422 -0.01 -0.05 -0.03
H 0.4039 -5.2853 -2.3745 0.15 -0.02 0.05
H -0.1098 -4.3760 -3.8085 0.09 0.08 -0.09
H -2.2155 -6.5869 -1.7453 -0.04 -0.12 -0.05
H -2.9768 -5.3505 -0.7446 -0.12 -0.01 0.10
H -1.2753 -5.7471 -0.5060 0.04 -0.07 0.09
H -3.3782 -3.0853 -0.7141 -0.12 -0.08 0.01
H -2.8852 -1.0178 0.5119 -0.03 0.07 -0.01
H 0.6650 -3.0574 -2.0930 0.10 -0.08 -0.10
H 2.3830 -2.0325 -2.1226 0.00 -0.13 -0.10
H 4.4391 1.4234 -0.6799 0.13 0.05 0.01
H 2.4138 2.0019 0.5664 -0.04 0.04 -0.02
H 6.3087 0.1566 -1.1311 0.09 0.07 0.11
H 5.7768 1.0429 -2.5722 0.04 0.15 -0.01
H 6.8473 -0.3478 -2.7306 0.07 -0.01 -0.04
H 5.4385 -2.1991 -0.7057 0.04 -0.04 0.13
H 6.0866 -2.6223 -2.2926 0.09 -0.05 -0.06
H 4.4093 -2.9882 -1.8984 -0.08 -0.09 -0.01
H 4.1570 -0.0264 -4.1910 -0.05 0.10 -0.08
H 3.6304 -1.6913 -3.9591 -0.10 -0.08 -0.03
H 5.3120 -1.3502 -4.3522 0.08 -0.04 -0.06
N -5.4096 9.2776 -1.9749 -0.10 0.16 -0.06
C -4.8492 8.3124 -1.7007 -0.40 0.69 -0.22
C -4.1593 7.1365 -1.3494 0.51 -0.88 0.29
C -3.5674 6.3358 -2.3324 -0.12 0.18 0.15
C -2.8814 5.1972 -1.9722 -0.01 0.01 0.07
C -2.7622 4.8226 -0.6258 -0.15 0.23 -0.11
C -3.3706 5.6280 0.3471 0.02 -0.02 -0.02
C -4.0578 6.7670 -0.0034 -0.05 0.13 -0.23
C -2.0499 3.6615 -0.2519 0.03 -0.04 0.07
C -1.4426 2.6648 0.0954 0.27 -0.55 0.23
H -3.6539 6.6245 -3.3705 0.01 0.00 -0.04
H -2.4231 4.5768 -2.7267 0.05 -0.05 -0.05
H -3.2890 5.3376 1.3831 0.02 -0.02 0.08
H -4.5225 7.3884 0.7497 0.00 0.01 0.03
O 1.4554 1.1891 3.6917 0.15 -0.17 -0.41
C 0.1692 0.8615 3.5933 -0.10 0.23 0.42
O -0.3100 0.3039 2.6381 0.13 0.01 0.30
C -0.6535 1.2818 4.8202 0.03 -0.08 -0.46
N 0.2620 1.6618 5.9056 -0.14 0.47 0.20
C 0.0712 0.6951 6.9895 -0.10 -0.24 0.24
C -1.3737 0.2082 6.8565 0.19 0.07 -0.08
C -1.5520 0.1396 5.3408 0.01 0.02 0.02
H -1.2603 2.1339 4.4948 0.13 -0.06 0.02
H 0.0626 2.5991 6.2332 -0.05 -0.09 -0.04
H 1.5837 1.5549 4.6005 -0.29 -0.10 -0.09
H 0.2827 1.1469 7.9588 0.10 -0.01 -0.08
H 0.7622 -0.1381 6.8350 -0.01 -0.02 0.09
H -2.0578 0.9427 7.2878 0.02 -0.02 0.03
H -1.5399 -0.7510 7.3398 -0.05 -0.04 0.08
H -2.5879 0.2738 5.0385 0.03 -0.06 -0.09
H -1.2020 -0.8180 4.9479 -0.06 0.06 0.01
```
Positions in Å, forces in eV/Å.

***

[2]
75
Properties=species:S:1:pos:R:3:forces:R:3 method="wB97M-V/def2-TZVPD" total_charge=+1 de_lowest_kcal_mol=3.3
C 5.9325 -1.1537 0.7197 0.29 -0.19 -0.09
C 4.6172 -0.5764 1.1291 -0.35 0.24 -0.04
C 4.2745 0.7322 0.7608 -0.45 0.14 0.59
C 3.0360 1.2715 1.1491 0.05 -0.31 -0.69
C 2.5996 2.6730 0.8254 0.32 0.65 -0.34
C 2.1167 0.4114 1.7370 0.63 -0.36 -0.08
N 0.7755 0.8335 1.8641 -0.93 0.34 0.04
C -0.2493 0.2651 1.1824 1.03 1.21 1.01
C -0.0206 -0.7915 0.1816 -1.35 -3.79 -1.04
N -1.3818 0.8508 1.7107 1.16 -0.67 -0.60
C -2.7365 0.5356 1.3788 -0.96 -0.02 -0.01
C -3.5326 -0.0314 2.3781 -0.27 -0.14 -0.44
C -2.9482 -0.4123 3.6991 -0.22 -0.50 0.52
C -4.8749 -0.3111 2.0835 0.32 0.36 -0.45
C -5.3993 0.0137 0.8174 0.07 0.07 0.09
C -6.8184 -0.3517 0.4665 -0.18 0.02 -0.07
C -4.5931 0.6456 -0.1447 0.35 -0.21 0.39
C -3.2424 0.8945 0.1268 0.00 0.17 0.42
C -2.3182 1.5723 -0.8330 0.11 0.29 -0.59
C -1.0147 1.7623 2.7005 -0.65 -0.27 -0.65
C 0.3158 1.7820 2.7602 0.53 -0.71 0.07
C 2.4265 -0.8766 2.1600 0.38 -0.11 0.05
C 1.4592 -1.7181 2.9518 -0.04 -0.71 0.35
C 3.7119 -1.3443 1.8717 -0.22 0.06 0.03
H 5.8308 -2.2314 0.5715 0.15 0.10 -0.02
H 6.2821 -0.7013 -0.2125 -0.01 -0.09 0.12
H 6.7065 -0.9907 1.4781 -0.14 0.00 -0.07
H 4.9722 1.3494 0.1853 -0.18 -0.22 0.28
H 1.7918 2.7012 0.0684 0.30 -0.10 0.35
H 2.2420 3.2299 1.7125 0.23 -0.33 -0.46
H 3.4544 3.2328 0.4180 -0.32 -0.10 0.10
H -0.9284 -0.8761 -0.4173 -0.37 -0.39 0.54
H 0.1697 -1.8245 0.7389 -0.73 2.32 -1.20
H -3.7020 -1.0190 4.2096 0.29 0.05 0.15
H -2.0447 -1.0291 3.5820 -0.18 0.21 0.04
H -2.7073 0.4314 4.3584 -0.06 -0.14 -0.23
H -5.5123 -0.7805 2.8502 0.35 0.25 -0.49
H -7.1252 0.1761 -0.4529 0.01 -0.32 0.42
H -6.8696 -1.4412 0.2879 -0.13 0.46 0.03
H -7.5237 -0.0989 1.2781 0.32 -0.14 -0.36
H -5.0095 0.9476 -1.1165 0.18 -0.23 0.50
H -2.7687 1.6165 -1.8214 -0.02 0.06 -0.06
H -2.0571 2.6077 -0.5524 -0.19 -0.36 0.09
H -1.3803 1.0190 -0.9376 -0.15 0.22 -0.12
H -1.7442 2.2804 3.2889 -0.18 0.17 -0.12
H 0.9915 2.3096 3.3965 0.11 0.14 0.20
H 2.0124 -2.5807 3.3486 -0.16 0.34 0.17
H 0.9739 -1.1843 3.7890 0.36 -0.10 -0.35
H 0.6473 -2.1839 2.3704 0.31 0.35 0.12
H 3.9936 -2.3391 2.2363 -0.02 0.36 -0.27
C 1.6950 -3.5935 -0.9076 0.32 0.27 0.76
N 1.2348 -2.5437 -1.7935 -0.76 0.00 0.83
C 1.1194 -3.0238 -3.1736 -0.49 0.15 -0.37
C 1.1125 -1.2057 -1.3068 2.09 0.19 0.19
C 0.8726 -0.2004 -2.3975 -0.11 -0.17 0.84
C -0.2550 -0.3134 -3.2284 0.40 0.10 -0.34
C -0.6733 0.8175 -3.9177 0.22 -0.06 0.73
C -0.0097 2.0213 -3.6593 -0.46 0.21 -0.24
C -0.7588 3.2839 -3.9821 -0.11 1.10 -0.96
F -0.3830 4.3189 -3.1698 -0.44 -0.90 -0.59
F -0.5159 3.6846 -5.2671 -0.29 -0.13 0.88
F -2.1278 3.1509 -3.8766 1.51 0.05 0.06
C 1.2583 2.0728 -3.0724 -0.51 -0.06 0.49
C 1.7108 0.9279 -2.4224 -0.20 -0.25 -0.45
H 1.5753 -4.5739 -1.4050 -0.03 0.57 0.64
H 2.7640 -3.4517 -0.6552 -0.25 -0.15 -0.01
H 1.1267 -3.5646 0.0378 0.21 -0.30 -0.27
H 1.5359 -4.0492 -3.2251 -0.21 0.76 0.08
H 0.0625 -3.1029 -3.4736 0.39 -0.01 -0.21
H 1.6824 -2.4214 -3.9029 -0.31 0.00 0.28
H 1.9773 -0.9431 -0.6856 0.26 -0.14 -0.64
H -0.7851 -1.2690 -3.3758 0.24 0.73 0.43
H -1.5704 0.7786 -4.5282 0.11 0.18 0.14
H 1.8100 3.0118 -2.9852 -0.25 -0.29 -0.17
H 2.7108 0.8906 -1.9612 -0.73 0.08 0.06

***

[3]
77
Properties=species:S:1:pos:R:3:forces:R:3 method="wB97M-V/def2-TZVPD" total_charge=+3 de_lowest_kcal_mol=0.0
Hf -2.5316 1.1141 1.0900 0.30 -0.38 -0.78
C -3.5650 -1.6406 0.8329 -0.16 -2.42 -0.10
C -3.0785 -1.3626 -0.5687 1.50 -1.55 -0.93
N -3.0924 0.0851 -0.9048 0.11 0.88 0.85
C -4.3837 0.6344 -1.3329 -1.68 -0.41 -0.27
C -5.2504 1.2740 -0.2232 0.06 1.69 0.12
C -6.5244 1.7754 -0.4112 -0.33 -0.32 1.29
C -7.1037 2.5325 0.6630 0.08 -0.83 -0.34
C -6.4616 2.7489 1.8770 1.00 0.39 0.34
C -5.1390 2.2960 2.0077 -1.48 -0.82 -1.60
C -4.3815 2.2138 3.2896 -1.03 -1.14 1.04
N -3.0582 1.5360 3.2551 0.23 0.29 -0.25
C -2.9404 0.2491 3.9882 1.13 -0.99 -0.17
C -3.4663 -0.9032 3.1397 -0.81 -0.84 2.29
N -2.8277 -0.9107 1.8424 2.27 0.50 0.19
N -4.6134 1.6384 0.9378 1.04 -0.57 0.01
H -3.5073 -2.7045 1.1702 0.17 0.37 -1.07
H -4.6089 -1.4745 0.9389 -1.04 0.79 0.11
H -3.6322 -1.9315 -1.3251 -0.35 0.14 0.32
H -2.0372 -1.7897 -0.7180 -0.90 0.94 0.33
H -2.4418 0.2657 -1.6630 0.32 -0.23 0.04
H -4.9264 -0.2112 -1.7821 -0.30 0.53 -0.11
H -4.2362 1.3991 -2.1165 0.04 -0.36 0.31
H -7.1055 1.4492 -1.2631 -0.10 0.41 -0.12
H -8.1338 2.8662 0.6330 0.00 0.02 -0.50
H -6.9532 3.2834 2.7067 0.18 -0.37 -0.56
H -5.0953 1.7510 4.0084 0.61 -0.48 -0.37
H -4.3063 3.1308 3.7750 0.52 2.07 0.43
H -2.3015 2.1620 3.5919 -0.79 -0.24 -0.08
H -3.3612 0.2931 4.9705 -0.71 0.04 0.51
H -1.8804 0.0172 4.1976 -0.10 0.57 -0.27
H -4.5349 -0.7860 3.0207 -0.39 0.06 -0.37
H -3.3658 -1.8894 3.6809 0.15 0.98 -0.52
H -1.8500 -1.3226 1.9130 -1.31 0.37 -0.03
O -0.8657 2.0371 1.6668 -0.16 0.55 0.64
C -0.1034 1.1906 1.0252 1.70 0.94 -0.72
O -0.7066 0.3154 0.3304 -0.52 -0.33 0.27
C 1.3308 1.3953 1.0305 0.35 0.06 1.16
C 1.8694 1.4129 -0.4103 -0.94 0.18 -1.04
Ge 3.0528 -0.0754 -0.9048 2.98 0.43 -0.07
C 3.6098 -1.2007 0.5747 -0.57 1.53 1.65
C 2.7090 -2.1207 1.1214 -0.41 -0.34 -0.64
C 3.0773 -2.9785 2.1219 1.77 0.48 0.28
C 4.3709 -2.8674 2.6844 -1.40 -0.94 1.08
C 5.1950 -1.8422 2.3086 0.85 0.64 -0.28
C 4.7646 -0.9207 1.3235 1.08 -1.10 -0.98
C 4.7199 0.7906 -1.6491 -0.84 2.07 -0.52
C 5.8539 0.0787 -2.0244 -0.93 -1.39 0.85
C 6.7390 0.5795 -2.9359 1.47 -0.18 -1.23
C 6.4707 1.7961 -3.5782 1.72 -0.53 -0.34
C 5.4452 2.6218 -3.1665 0.21 -0.87 0.71
C 4.6154 2.1494 -2.1570 -0.33 -1.94 0.35
C 2.4770 -1.2105 -2.3271 -0.63 0.60 0.18
C 3.3530 -2.1852 -2.7487 -0.20 -0.81 -0.33
C 3.0105 -2.9833 -3.8482 0.63 -1.12 1.55
C 1.8962 -2.6571 -4.5483 -0.03 -0.04 -2.11
C 1.1392 -1.5365 -4.2322 -2.43 -1.04 -1.00
C 1.2968 -0.9233 -3.0346 1.27 0.83 1.31
H 1.7037 0.5977 1.7288 0.30 0.03 -0.80
H 1.5082 2.3063 1.6208 0.04 -0.09 -0.43
H 2.3396 2.3800 -0.6862 -0.18 -0.66 0.66
H 1.0125 1.3449 -1.1365 0.60 0.10 0.67
H 1.6982 -2.2253 0.7220 0.20 -0.11 -0.37
H 2.4760 -3.8023 2.3823 -0.86 -0.68 0.55
H 4.6019 -3.5552 3.5328 0.22 0.53 -1.06
H 6.2302 -1.8241 2.7025 -0.87 0.41 -0.10
H 5.4783 -0.1568 0.9721 -0.49 -0.32 0.24
H 5.9912 -0.9529 -1.6496 0.06 0.66 -0.14
H 7.6514 -0.0423 -3.2020 -1.29 1.02 0.21
H 7.1807 2.1025 -4.3681 -0.61 -0.01 0.49
H 5.3740 3.5849 -3.6156 -0.38 0.60 -0.08
H 3.8029 2.7493 -1.7832 -0.09 0.35 -0.18
H 4.2531 -2.4262 -2.2059 0.12 0.11 0.20
H 3.4844 -3.9763 -3.9739 0.10 1.01 -0.35
H 1.6894 -3.2298 -5.4684 -0.21 0.34 0.63
H 0.2397 -1.3779 -4.8453 0.50 0.25 0.18
H 0.6594 -0.1510 -2.5703 -0.03 -0.35 -0.86

***

| no. | molecular weight (g mol⁻¹) | DFT total energy (a.u.) | HOMO (eV) |
| --- | --- | --- | --- |
| 1 | 573.220 | -3251.5641 | -6.79 |
| 2 | 520.663 | -1705.1909 | -10.84 |
| 3 | 760.774 | -3735.1145 | -13.90 |